(1)
This record from the Open Molecules 2025 dataset describes C23H51LiN3NbO5Si as an isolated structure in a non-equilibrium geometry. The level of theory is wB97M-V/def2-TZVPD.

Each line ends with the Löwdin charge.
CARTESIAN COORDINATES (ANGSTROEM)
N -1.815 -0.316 -1.359  -0.12
C -2.941 -0.792 -1.088  -0.29
O -3.904 -0.702 -0.344  0.11
Li -2.399 0.957 0.353  0.69
Nb 0.195 -0.090 -1.439  1.90
N 0.217 1.639 -2.423  -0.27
N 0.832 -1.544 -2.582  -0.25
C -0.389 2.433 -3.474  -0.67
C 0.184 -2.530 -3.450  -0.67
C -0.086 3.930 -3.319  -0.03
C 0.176 1.995 -4.825  -0.02
C -1.894 2.257 -3.463  -0.05
C -0.489 -3.572 -2.579  -0.03
C 1.197 -3.204 -4.355  -0.03
C -0.863 -1.828 -4.286  -0.04
H -0.399 4.304 -2.337  0.09
H -0.642 4.492 -4.086  0.11
H 0.977 4.160 -3.464  0.09
H 1.264 2.116 -4.843  0.08
H -0.258 2.609 -5.629  0.11
H -0.055 0.942 -5.019  0.06
H -2.196 1.208 -3.508  0.06
H -2.326 2.774 -4.332  0.11
H -2.333 2.701 -2.561  0.09
H 0.227 -4.049 -1.905  0.09
H -0.937 -4.350 -3.209  0.11
H -1.284 -3.128 -1.977  0.07
H 1.898 -3.827 -3.796  0.09
H 1.760 -2.465 -4.926  0.10
H 0.689 -3.860 -5.071  0.11
H -1.391 -2.563 -4.910  0.11
H -0.393 -1.090 -4.946  0.08
H -1.601 -1.325 -3.653  0.05
C 1.650 1.994 -2.105  -0.11
H 2.072 1.246 -1.390  0.06
H 2.289 2.010 -3.000  0.10
H 1.697 2.972 -1.606  0.09
C 2.207 -1.860 -2.099  -0.10
H 2.477 -1.140 -1.303  0.06
H 2.276 -2.867 -1.664  0.10
H 2.960 -1.774 -2.896  0.11
C 3.367 -1.205 3.005  -0.02
C 2.028 -1.949 2.957  -0.53
C 1.896 -2.729 1.667  -0.05
C 1.805 -2.798 4.201  -0.02
O 0.800 -0.970 3.027  -0.15
Si 0.143 0.101 1.989  0.07
O 0.383 -0.475 0.464  -0.40
O -1.526 0.215 2.143  -0.24
C -2.288 -0.703 3.284  -0.48
C -2.325 -2.145 2.796  -0.01
C -1.561 -0.633 4.621  -0.03
C -3.657 -0.030 3.334  -0.02
O 0.918 1.558 2.026  -0.12
C 0.349 2.899 2.214  -0.60
C -0.464 3.297 0.972  -0.02
C -0.539 2.959 3.463  -0.02
C 1.634 3.737 2.388  -0.01
H 4.184 -1.950 3.037  0.11
H 3.469 -0.582 3.903  0.10
H 3.534 -0.609 2.101  0.08
H 2.622 -3.567 1.681  0.11
H 0.885 -3.145 1.559  0.09
H 2.136 -2.112 0.790  0.05
H 1.865 -2.167 5.096  0.10
H 0.811 -3.255 4.142  0.09
H 2.543 -3.608 4.306  0.11
H -1.317 -2.587 2.837  0.08
H -2.970 -2.765 3.462  0.12
H -2.728 -2.200 1.777  0.08
H -1.414 0.401 4.970  0.10
H -2.165 -1.170 5.396  0.13
H -0.596 -1.157 4.593  0.07
H -3.525 1.001 3.681  0.09
H -4.105 -0.042 2.335  0.07
H -4.369 -0.519 4.023  0.12
H -1.418 2.730 0.928  0.05
H -0.732 4.369 1.060  0.12
H 0.121 3.147 0.049  0.06
H 0.000 2.614 4.362  0.11
H -0.838 4.017 3.609  0.11
H -1.466 2.378 3.319  0.07
H 2.164 3.382 3.283  0.10
H 2.281 3.599 1.513  0.09
H 1.418 4.805 2.509  0.10

## Properties
Charge: +2
HOMO energy (alpha / beta) (eV): -15.08 / -15.08
Electronic energy (eV): -49012.392
LUMO (alpha / beta) (eV): -8.3232 / -8.3224

***

(2)
This record from the Open Molecules 2025 dataset describes a 8-piece molecular cluster, C23H51N5O14 overall in a non-equilibrium geometry. The level of theory is wB97M-V/def2-TZVPD.

Each line ends with the Löwdin charge.
CARTESIAN COORDINATES (ANGSTROEM)
C 1.284 1.967 -8.504  -0.03
O 0.743 1.101 -7.511  0.00
C -0.369 1.515 -6.915  -0.62
O -1.071 2.426 -7.256  0.13
O -0.590 0.732 -5.854  -0.02
C -1.797 1.010 -5.149  -0.04
H 2.339 1.726 -8.608  0.09
H 1.151 3.003 -8.208  0.10
H 0.831 1.757 -9.474  0.10
H -1.754 1.986 -4.664  0.10
H -1.868 0.264 -4.359  0.09
H -2.658 0.937 -5.808  0.10
C -0.719 -2.336 0.965  -0.03
O -1.542 -1.373 0.299  0.02
C -0.977 -0.471 -0.481  -0.61
O 0.141 -0.474 -0.931  0.10
O -1.868 0.479 -0.698  0.02
C -1.397 1.614 -1.418  -0.02
H -0.559 -3.203 0.319  0.09
H -1.342 -2.692 1.777  0.08
H 0.261 -1.985 1.269  0.07
H -0.556 2.072 -0.888  0.08
H -2.215 2.322 -1.442  0.10
H -1.036 1.327 -2.406  0.07
C 2.403 -3.848 1.445  -0.03
O 3.568 -3.439 2.152  0.03
C 3.480 -2.290 2.794  -0.61
O 2.521 -1.562 2.839  0.10
O 4.649 -2.060 3.378  0.02
C 4.773 -0.825 4.098  -0.02
H 2.161 -3.189 0.613  0.09
H 1.553 -3.859 2.134  0.09
H 2.527 -4.878 1.133  0.10
H 3.876 -0.634 4.690  0.10
H 4.887 -0.015 3.384  0.09
H 5.598 -0.963 4.786  0.10
C -3.580 0.084 6.182  -0.07
N -4.040 -0.563 4.972  0.00
C -3.749 -1.853 4.698  -0.57
C -4.229 -2.412 3.382  0.00
O -3.101 -2.548 5.461  0.04
H -4.212 0.909 6.501  0.08
H -2.568 0.477 6.059  0.08
H -3.567 -0.645 6.994  0.09
H -4.739 -0.075 4.440  0.13
H -4.992 -1.800 2.899  0.08
H -4.584 -3.420 3.574  0.08
H -3.390 -2.484 2.694  0.05
C -1.023 0.789 2.883  -0.06
N 0.328 0.510 2.426  0.03
C 1.019 1.464 1.760  -0.53
C 2.446 1.155 1.360  0.02
O 0.499 2.518 1.414  0.03
H -1.020 1.343 3.826  0.09
H -1.470 -0.168 3.171  0.07
H -1.606 1.274 2.111  0.08
H 0.809 -0.321 2.739  0.10
H 2.720 1.913 0.633  0.08
H 2.461 0.173 0.881  0.06
H 3.151 1.115 2.184  0.07
C -0.364 -6.697 -0.746  -0.08
N -1.639 -6.366 -0.152  0.00
C -1.672 -5.665 1.018  -0.55
C -3.020 -5.173 1.462  0.00
O -0.652 -5.355 1.609  0.03
H -0.497 -7.390 -1.569  0.08
H 0.253 -7.189 0.005  0.09
H 0.175 -5.790 -1.034  0.08
H -2.404 -6.211 -0.789  0.13
H -3.877 -5.715 1.065  0.08
H -3.149 -4.133 1.154  0.07
H -3.050 -5.188 2.549  0.09
C 0.445 5.036 -0.374  -0.09
N 0.902 6.308 -0.888  0.00
C 0.496 7.501 -0.392  -0.57
C 1.255 8.705 -0.900  -0.01
O -0.395 7.617 0.432  0.05
H 1.110 4.234 -0.688  0.07
H -0.572 4.784 -0.683  0.08
H 0.501 5.043 0.711  0.08
H 1.434 6.310 -1.740  0.13
H 1.485 8.624 -1.970  0.07
H 2.211 8.786 -0.387  0.08
H 0.634 9.588 -0.796  0.08
C 1.946 1.152 -3.826  0.00
C 3.079 0.514 -3.038  -0.58
N 2.719 -0.485 -2.173  0.15
O 4.244 0.863 -3.190  0.02
H 1.424 1.870 -3.192  0.08
H 1.279 0.394 -4.222  0.07
H 2.444 1.712 -4.615  0.08
H 1.773 -0.492 -1.802  0.04
H 3.491 -0.765 -1.588  0.10

## Properties
SMILES: COC(=O)OC.COC(=O)OC.COC(=O)OC.CNC(C)=O.CNC(C)=O.CNC(C)=O.CNC(C)=O.CC(N)=O
Charge: 0
HOMO energy (eV): -9.27
Electronic energy (eV): -60796.385
LUMO (eV): 0.3036

***

(3)
This record from the Open Molecules 2025 dataset describes a 3-piece molecular cluster, C23H52B2FN2O6 overall in a non-equilibrium geometry. The level of theory is wB97M-V/def2-TZVPD.

Each line ends with the Löwdin charge.
CARTESIAN COORDINATES (ANGSTROEM)
C -4.266 2.496 -1.034  0.02
C -3.195 2.805 -0.521  -0.15
C -1.906 2.684 0.389  -0.11
B -1.177 1.190 0.248  -0.81
F -0.266 1.294 -0.902  -0.03
C -2.238 -0.056 0.178  -0.12
C -2.367 -0.747 -1.246  -0.21
C -2.916 -2.241 -1.175  -0.21
C -2.809 -3.057 -2.547  -0.22
C -2.417 -2.196 -3.820  -0.23
C -0.825 -2.102 -4.070  -0.24
C -0.495 -0.561 -4.403  -0.13
C -0.216 1.018 1.601  -0.03
B 0.909 -0.110 1.362  -0.55
O 2.024 0.036 0.491  0.10
O 0.767 -1.396 2.047  0.03
H -5.290 2.228 -1.398  0.03
H -1.140 3.423 -0.006  0.08
H -2.150 2.923 1.468  0.10
H -1.935 -0.886 0.910  0.09
H -3.294 0.234 0.503  0.10
H -3.141 -0.161 -1.841  0.11
H -1.361 -0.796 -1.749  0.09
H -2.252 -2.779 -0.415  0.09
H -3.970 -2.327 -0.778  0.10
H -3.840 -3.501 -2.751  0.09
H -2.118 -3.948 -2.395  0.10
H -2.818 -2.768 -4.724  0.10
H -2.893 -1.178 -3.869  0.09
H -0.490 -2.706 -4.960  0.09
H -0.246 -2.424 -3.145  0.10
H -1.355 -0.157 -5.030  0.07
H 0.472 -0.427 -4.965  0.06
H -0.449 0.070 -3.470  0.06
H -0.818 0.855 2.542  0.09
H 0.331 2.015 1.725  0.10
H 2.132 -0.848 0.074  0.10
H 0.409 -2.012 1.370  0.09
C 2.629 7.003 -4.905  -0.13
O 1.652 6.014 -4.635  -0.20
C 2.165 4.898 -3.901  -0.21
C 1.565 4.858 -2.500  -0.20
N 2.079 5.953 -1.675  -0.06
C 1.358 6.122 -0.411  -0.20
C -0.118 6.524 -0.488  -0.22
O -0.336 7.837 -0.997  -0.18
C -0.393 7.920 -2.411  -0.11
H 2.185 7.738 -5.578  0.08
H 2.927 7.515 -3.985  0.08
H 3.505 6.567 -5.394  0.08
H 3.259 4.896 -3.868  0.12
H 1.849 3.998 -4.436  0.12
H 1.816 3.904 -2.028  0.13
H 0.476 4.916 -2.603  0.11
H 2.015 6.819 -2.197  0.06
H 1.889 6.902 0.146  0.11
H 1.451 5.201 0.174  0.12
H -0.500 6.541 0.537  0.12
H -0.729 5.789 -1.022  0.10
H -0.806 7.016 -2.866  0.09
H 0.598 8.133 -2.820  0.07
H -1.038 8.763 -2.672  0.08
C -0.252 -7.095 6.450  -0.12
O -0.363 -7.083 5.038  -0.20
C -1.006 -5.911 4.532  -0.21
C -0.017 -5.053 3.750  -0.21
N 0.959 -4.430 4.641  -0.05
C 2.082 -3.803 3.937  -0.19
C 3.010 -4.720 3.133  -0.22
O 3.776 -5.618 3.932  -0.18
C 3.113 -6.827 4.261  -0.11
H 0.122 -8.076 6.749  0.09
H 0.462 -6.338 6.790  0.08
H -1.225 -6.934 6.923  0.09
H -1.496 -5.336 5.325  0.12
H -1.786 -6.253 3.843  0.12
H -0.564 -4.271 3.215  0.12
H 0.472 -5.699 3.013  0.10
H 1.330 -5.134 5.269  0.06
H 2.685 -3.303 4.702  0.12
H 1.694 -3.018 3.282  0.09
H 3.741 -4.077 2.634  0.12
H 2.488 -5.256 2.333  0.11
H 2.420 -7.150 3.480  0.09
H 2.590 -6.727 5.216  0.07
H 3.873 -7.602 4.390  0.08

## Properties
Charge: -1
HOMO energy (eV): -5.29
Electronic energy (eV): -44029.491
LUMO (eV): 2.3959
Energy relative to the best compared isomer or geometry (same formula, charge and spin) (kJ/mol): 175.03

***

(4)
This record from the Open Molecules 2025 dataset describes C23H52BiP4S as an isolated structure in a non-equilibrium geometry. The level of theory is wB97M-V/def2-TZVPD.

Each line ends with the Löwdin charge.
CARTESIAN COORDINATES (ANGSTROEM)
Bi 0.151 0.208 -0.310  1.10
P -0.687 2.521 1.642  0.74
P -2.754 -0.272 -0.492  0.68
P 2.602 1.848 0.101  0.67
H 0.550 -1.667 -6.949  0.08
C 1.507 -1.753 -6.423  -0.04
C 1.756 -2.594 -5.426  -0.09
H 1.062 -3.347 -5.032  0.08
C -1.261 4.037 0.764  -0.25
C -2.124 2.208 2.731  -0.25
C 0.477 3.229 2.876  -0.25
C -3.055 -1.736 -1.534  -0.25
C -3.900 -0.523 0.933  -0.24
C -3.495 1.115 -1.442  -0.26
C 3.900 1.337 -1.076  -0.29
C 3.585 2.003 1.636  -0.25
C 2.433 3.615 -0.375  -0.25
H 2.310 -1.110 -6.744  0.07
H 2.774 -2.572 -4.982  0.07
H -1.593 4.834 1.449  0.08
H -2.094 3.790 0.094  0.04
H -0.455 4.431 0.135  0.04
H -2.358 3.092 3.338  0.08
H -1.936 1.365 3.406  0.03
H -2.993 1.969 2.111  0.03
H -0.045 3.863 3.605  0.08
H 1.255 3.826 2.389  0.03
H 0.971 2.416 3.422  0.04
H -4.134 -1.814 -1.698  0.08
H -2.690 -2.605 -0.975  0.05
H -2.542 -1.715 -2.507  0.00
H -4.932 -0.253 0.669  0.07
H -3.577 0.129 1.760  0.00
H -3.919 -1.563 1.305  0.06
H -4.514 0.875 -1.784  0.07
H -2.875 1.320 -2.326  0.04
H -3.538 2.039 -0.845  0.04
H 4.654 2.130 -1.053  0.07
H 3.507 1.212 -2.089  0.00
H 4.357 0.389 -0.779  0.06
H 4.533 2.496 1.383  0.07
H 3.811 1.021 2.071  0.04
H 3.067 2.594 2.398  0.03
H 3.429 4.055 -0.508  0.07
H 1.884 4.229 0.347  0.03
H 1.903 3.680 -1.331  0.05
C 0.715 -0.681 -3.666  -0.81
C 0.922 0.515 -4.425  -0.11
C -0.136 1.020 -5.175  -0.01
C -1.316 0.254 -5.298  -0.01
C -1.466 -0.958 -4.635  -0.06
C -0.469 -1.435 -3.787  -0.13
S 2.001 -1.089 -2.644  0.77
H 1.133 0.650 -1.977  -0.12
H 1.924 0.940 -4.381  0.12
H -0.004 1.912 -5.771  0.13
H -2.110 0.601 -5.948  0.13
H -2.430 -1.496 -4.776  0.14
H -0.475 -2.433 -3.344  0.12
C -2.011 -1.481 4.078  -0.13
C -0.498 -1.276 4.020  -0.37
P 0.295 -1.420 2.302  0.90
C 2.108 -1.530 2.713  -0.40
C 2.527 -2.362 3.913  -0.11
C -0.200 -3.120 1.781  -0.41
C -0.042 -4.245 2.799  -0.11
H -2.511 -0.658 3.561  0.03
H -2.347 -1.438 5.123  0.10
H -2.357 -2.427 3.644  0.08
H -0.300 -0.228 4.293  0.07
H -0.014 -1.885 4.815  0.09
H 2.633 -1.873 1.814  0.09
H 2.436 -0.492 2.882  0.05
H 2.353 -3.430 3.768  0.07
H 3.597 -2.216 4.106  0.10
H 1.990 -2.047 4.807  0.07
H -1.261 -3.047 1.500  0.06
H 0.361 -3.343 0.862  0.08
H -0.394 -3.931 3.786  0.07
H -0.658 -5.101 2.493  0.10
H 0.993 -4.600 2.880  0.08

## Properties
Charge: +3
HOMO energy (alpha / beta) (eV): -16.11 / -16.62
Electronic energy (eV): -78495.335
LUMO (alpha / beta) (eV): -11.4709 / -11.2818
Energy relative to the best compared isomer or geometry (same formula, charge and spin) (kJ/mol): 131.14